{"formula": "C9H69IN2O26Si2", "method": "ωB97M-V/def2-TZVPD", "e_homo_ha": -0.3551, "gap_ev": 9.4, "multiplicity": 1, "species": ["C", "C", "N", "C", "C", "Si", "C", "C", "C", "N", "O", "Si", "I", "C", "C", "O", "H", "H", "H", "H", "H", "H", "H", "H", "H", "H", "H", "H", "H", "H", "H", "H", "H", "H", "H", "H", "H", "O", "H", "H", "O", "H", "H", "O", "H", "H", "O", "H", "H", "O", "H", "H", "O", "H", "H", "O", "H", "H", "O", "H", "H", "O", "H", "H", "O", "H", "H", "O", "H", "H", "O", "H", "H", "O", "H", "H", "O", "H", "H", "O", "H", "H", "O", "H", "H", "O", "H", "H", "O", "H", "H", "O", "H", "H", "O", "H", "H", "O", "H", "H", "O", "H", "H", "O", "H", "H", "O", "H", "H"], "xyz": [[5.21, 2.30, 2.55], [3.95, 2.39, 1.68], [3.36, 1.07, 1.34], [2.58, 0.52, 2.47], [1.26, 1.26, 2.81], [0.02, 1.31, 1.37], [-1.66, 0.85, 2.07], [-2.59, 0.36, 0.99], [-3.08, -1.05, 1.10], [-2.90, 1.16, 0.04], [-0.19, 2.81, 0.67], [0.18, 3.22, -0.88], [-0.45, 1.51, -2.51], [4.26, 0.24, 0.70], [4.25, -1.23, 1.01], [5.06, 0.69, -0.11], [5.36, 3.26, 3.04], [5.11, 1.55, 3.34], [6.09, 2.09, 1.94], [4.20, 2.89, 0.75], [3.20, 3.00, 2.17], [3.25, 0.50, 3.34], [2.29, -0.51, 2.26], [1.47, 2.23, 3.26], [0.75, 0.65, 3.56], [0.45, 0.29, 0.39], [-1.57, 0.16, 2.91], [-2.05, 1.80, 2.46], [-3.74, -1.12, 1.97], [-2.23, -1.71, 1.29], [-3.64, -1.37, 0.23], [-3.53, 0.69, -0.61], [-0.56, 4.44, -1.26], [1.61, 3.48, -1.01], [4.90, -1.75, 0.31], [4.57, -1.41, 2.04], [3.24, -1.64, 0.91], [6.13, -2.78, -2.27], [5.76, -2.25, -2.99], [6.55, -2.13, -1.70], [2.70, 0.64, -4.80], [3.09, 1.06, -4.02], [1.87, 0.29, -4.46], [0.85, 3.28, -5.47], [0.21, 3.08, -4.78], [1.53, 2.61, -5.34], [-4.69, 2.79, 1.77], [-4.18, 2.42, 1.03], [-4.48, 2.21, 2.51], [-4.70, -3.13, -0.83], [-5.32, -2.87, -1.52], [-4.94, -4.04, -0.63], [-3.64, -6.19, -0.63], [-3.16, -6.58, 0.10], [-3.16, -6.49, -1.41], [-7.79, 3.05, 1.95], [-6.85, 3.19, 1.79], [-8.00, 3.65, 2.68], [7.45, 0.95, 4.49], [7.16, 0.10, 4.83], [7.91, 0.75, 3.67], [1.73, -1.82, -3.70], [2.24, -2.26, -3.01], [2.20, -2.03, -4.52], [-7.39, 5.85, 0.37], [-7.44, 5.05, 0.91], [-6.53, 5.80, -0.07], [8.49, 3.70, 5.47], [8.11, 2.90, 5.10], [9.44, 3.63, 5.30], [4.02, 3.16, -5.66], [3.43, 3.48, -6.36], [3.81, 2.23, -5.55], [-4.98, -8.81, -1.54], [-5.19, -8.47, -2.42], [-4.84, -8.03, -0.99], [5.64, -0.47, -4.38], [5.23, 0.02, -5.10], [6.02, 0.21, -3.81], [-1.83, -8.08, -1.76], [-2.22, -8.95, -1.88], [-0.90, -8.17, -2.04], [4.26, 3.40, -2.59], [4.15, 2.50, -2.24], [4.39, 3.31, -3.54], [-2.79, -7.95, -4.76], [-2.39, -8.70, -5.21], [-2.56, -8.05, -3.83], [-7.51, -1.90, -1.09], [-7.28, -1.31, -0.36], [-8.12, -2.52, -0.68], [-6.65, -5.96, -1.05], [-7.03, -6.83, -1.19], [-5.72, -6.04, -1.29], [0.08, 6.02, -4.54], [0.48, 5.22, -4.92], [0.27, 5.95, -3.59], [10.28, 0.48, 4.89], [11.23, 0.58, 5.03], [9.85, 0.95, 5.61], [-1.42, -1.50, 4.59], [-2.02, -1.68, 5.33], [-0.72, -2.14, 4.69], [-7.37, 0.03, 1.29], [-7.49, 0.91, 0.90], [-7.78, 0.10, 2.15], [-8.66, 5.52, 3.30], [-8.95, 5.85, 2.44], [-8.34, 6.31, 3.75]]}

{"formula": "C9H69NO27P", "method": "ωB97M-V/def2-TZVPD", "e_homo_ha": -0.4245, "charge": 1, "gap_ev": 6.7, "multiplicity": 1, "species": ["C", "C", "P", "C", "C", "C", "N", "C", "C", "C", "C", "H", "H", "H", "H", "H", "H", "H", "H", "H", "H", "H", "H", "H", "H", "H", "O", "H", "H", "O", "H", "H", "O", "H", "H", "O", "H", "H", "O", "H", "H", "O", "H", "H", "O", "H", "H", "O", "H", "H", "O", "H", "H", "O", "H", "H", "O", "H", "H", "O", "H", "H", "O", "H", "H", "O", "H", "H", "O", "H", "H", "O", "H", "H", "O", "H", "H", "O", "H", "H", "O", "H", "H", "O", "H", "H", "O", "H", "H", "O", "H", "H", "O", "H", "H", "O", "H", "H", "O", "H", "H", "O", "H", "H", "O", "H", "H"], "xyz": [[1.04, 0.97, 0.68], [0.56, 2.03, -0.44], [-1.12, 2.71, 0.19], [-1.63, 4.01, -1.08], [-2.25, 1.19, 0.17], [-2.39, 0.29, -1.11], [-3.22, -0.89, -1.12], [-3.95, -1.30, 0.07], [-3.94, -0.51, 1.40], [-3.05, 0.80, 1.47], [-2.95, 1.66, 2.83], [1.65, 0.15, 0.14], [1.65, 1.54, 1.46], [0.18, 0.42, 1.19], [0.30, 1.41, -1.39], [1.31, 2.85, -0.68], [-2.75, 4.24, -1.12], [-1.09, 5.01, -0.80], [-1.20, 3.73, -2.12], [-1.80, 0.62, -2.02], [-3.27, -1.48, -1.96], [-4.59, -2.25, 0.03], [-4.55, -0.86, 2.31], [-2.01, 2.31, 2.80], [-3.89, 2.28, 3.04], [-2.81, 0.90, 3.69], [-2.52, 5.30, -3.69], [-2.21, 6.21, -3.71], [-2.88, 5.16, -4.58], [3.97, -0.68, 0.07], [4.37, -1.48, -0.29], [4.68, -0.26, 0.57], [6.37, -1.80, 1.60], [5.85, -2.44, 2.10], [7.06, -1.52, 2.22], [-6.28, 1.10, 4.61], [-6.32, 2.03, 4.33], [-5.58, 0.72, 4.08], [5.11, 1.96, 0.58], [5.43, 2.87, 0.56], [4.76, 1.81, -0.30], [-4.21, 5.39, -6.64], [-5.11, 5.62, -6.90], [-4.19, 4.43, -6.70], [-3.80, -4.14, 2.35], [-3.87, -4.02, 3.30], [-3.56, -3.26, 2.02], [-6.70, 4.35, -6.69], [-6.38, 3.44, -6.67], [-7.64, 4.27, -6.46], [9.01, -0.77, 2.56], [8.98, 0.15, 2.26], [9.71, -1.17, 2.04], [2.65, -3.64, 0.64], [2.96, -2.73, 0.61], [2.29, -3.79, -0.25], [-4.44, 4.96, 1.34], [-4.47, 5.88, 1.06], [-3.73, 4.58, 0.81], [-2.38, -5.99, 4.51], [-1.48, -5.75, 4.26], [-2.93, -5.48, 3.91], [-0.37, 5.66, -5.47], [-0.06, 4.84, -5.88], [-0.57, 5.41, -4.56], [-6.58, -5.47, 2.75], [-5.68, -5.22, 2.50], [-7.15, -4.96, 2.16], [8.95, 1.57, 1.06], [9.26, 2.49, 1.03], [8.59, 1.42, 0.18], [-0.28, 7.11, -1.40], [0.68, 6.99, -1.40], [-0.49, 7.32, -0.48], [6.53, -0.05, -1.34], [6.84, -0.88, -1.74], [6.32, -0.30, -0.43], [8.11, -2.59, -1.79], [9.06, -2.72, -1.77], [7.89, -2.37, -0.87], [9.55, -4.29, -3.54], [8.66, -4.06, -3.81], [9.57, -5.25, -3.59], [-8.88, -3.98, 0.63], [-8.58, -3.06, 0.62], [-9.24, -4.12, -0.25], [8.40, -4.03, 0.87], [8.27, -3.17, 1.29], [7.61, -4.53, 1.09], [0.29, -3.77, -1.17], [-0.61, -3.54, -1.44], [0.30, -4.74, -1.21], [-4.69, -6.00, -0.25], [-5.20, -6.65, 0.24], [-3.99, -5.73, 0.36], [-1.69, -6.05, 1.12], [-1.29, -6.84, 0.75], [-0.98, -5.63, 1.62], [-2.58, 3.29, 5.21], [-2.72, 4.14, 5.65], [-3.37, 2.78, 5.44], [-0.23, -3.70, 3.02], [0.68, -3.46, 2.76], [-0.78, -3.19, 2.42], [1.53, 4.97, -2.40], [0.63, 5.20, -2.66], [1.55, 4.01, -2.46]]}

{"formula": "C9H6ClN3", "method": "ωB97M-V/def2-TZVPD", "e_homo_ha": -0.3754, "gap_ev": 9.3, "de_lowest_ev": 2.249, "multiplicity": 1, "species": ["C", "C", "C", "C", "C", "C", "C", "C", "C", "N", "N", "N", "Cl", "H", "H", "H", "H", "H", "H"], "xyz": [[-1.44, 1.36, 1.05], [1.02, 1.45, -1.07], [2.58, -0.13, 0.54], [-1.61, -0.67, -0.40], [-0.74, -0.38, -1.58], [0.31, -0.43, 1.46], [-0.69, 0.25, 0.51], [0.26, 0.38, -0.71], [1.38, -0.85, 0.47], [-2.17, 2.15, 1.44], [1.67, 2.25, -1.54], [3.38, 0.69, 0.53], [1.48, -2.61, 0.08], [-2.48, -0.14, -0.60], [-1.81, -1.64, -0.11], [-0.38, -1.12, -2.15], [-1.23, 0.30, -2.12], [0.66, 0.41, 2.17], [-0.20, -1.25, 2.03]]}

{"formula": "C9H6CuF5N2S", "method": "ωB97M-V/def2-TZVPD", "e_homo_ha": -0.2724, "gap_ev": 7.4, "de_lowest_ev": 0.061, "multiplicity": 1, "species": ["Cu", "F", "C", "C", "F", "C", "F", "C", "S", "C", "F", "C", "F", "C", "N", "C", "C", "N", "H", "H", "H", "H", "H", "H"], "xyz": [[-0.80, -0.29, -0.43], [1.13, 6.22, -1.44], [0.49, 5.05, -1.52], [-0.60, 4.91, -2.36], [-1.02, 5.95, -3.09], [-1.26, 3.69, -2.43], [-2.31, 3.61, -3.25], [-0.87, 2.57, -1.70], [-1.76, 1.08, -1.86], [0.23, 2.77, -0.87], [0.70, 1.76, -0.10], [0.91, 3.97, -0.77], [1.96, 4.09, 0.04], [1.55, -4.07, 2.23], [0.19, -3.84, 1.74], [-0.74, -4.96, 1.73], [-0.12, -2.71, 1.14], [-0.41, -1.72, 0.64], [1.50, -4.43, 3.26], [2.10, -3.13, 2.22], [2.07, -4.80, 1.61], [-0.83, -5.37, 2.74], [-0.40, -5.75, 1.06], [-1.72, -4.62, 1.41]]}

{"formula": "C9H6FeN2O5S", "method": "ωB97M-V/def2-TZVPD", "e_homo_ha": [-0.7044, -0.7436], "charge": 3, "gap_ev": [6.1, 3.7], "multiplicity": 6, "species": ["O", "C", "Fe", "O", "C", "C", "O", "C", "O", "C", "O", "C", "N", "C", "C", "N", "C", "S", "H", "H", "H", "H", "H", "H"], "xyz": [[0.59, 3.92, -2.24], [-0.10, 3.11, -2.65], [-0.04, -0.63, 0.67], [1.26, 1.67, 1.90], [0.74, 0.74, 1.45], [-0.31, -0.88, -1.15], [-0.58, -1.15, -2.26], [1.40, -0.88, -0.44], [2.43, -1.04, -0.98], [-1.60, 0.17, 0.90], [-2.54, 0.82, 1.07], [0.26, -5.11, 2.09], [-0.88, -4.53, 1.37], [-1.78, -5.24, 0.61], [-2.61, -4.34, 0.01], [-2.20, -3.09, 0.44], [-1.13, -3.20, 1.28], [-0.34, -2.06, 2.29], [1.20, -4.79, 1.64], [0.24, -4.78, 3.14], [0.17, -6.19, 2.02], [-1.76, -6.32, 0.57], [-3.45, -4.47, -0.64], [-2.61, -2.20, 0.15]]}

{"formula": "C9H6N2O", "method": "ωB97M-V/def2-TZVPD", "e_homo_ha": -0.3187, "gap_ev": 7.6, "de_lowest_ev": 3.313, "multiplicity": 1, "smiles": "N#CC=C=N[C@H]1C=CC=CC1=O", "species": ["C", "C", "C", "C", "C", "C", "C", "C", "C", "N", "N", "O", "H", "H", "H", "H", "H", "H"], "xyz": [[1.18, -1.09, 2.28], [2.22, -3.11, 1.53], [0.36, 1.16, -1.28], [-0.39, 0.04, -1.78], [0.52, 1.30, 0.03], [-0.68, -1.03, -0.98], [-0.05, 0.42, 1.03], [-0.53, -0.90, 0.45], [1.27, -2.42, 2.24], [0.97, 0.05, 2.07], [3.03, -3.76, 0.98], [-0.73, -1.82, 1.24], [0.76, 1.91, -1.91], [-0.59, -0.19, -2.91], [1.07, 2.12, 0.42], [-1.02, -1.98, -1.26], [-0.67, 0.95, 1.64], [0.63, -2.99, 2.84]]}